[1]
This record from the OMol25 dataset describes the molecule C3H3FS2. The level of theory is ωB97M-V/def2-TZVPD.

Output
**Energy relative to the best compared isomer or geometry (same formula, charge and spin)**: 9.9 kcal/mol
**Highest occupied orbital energy**: -8.888 eV
**Frontier orbital gap**: 8.12 eV

Geometry (Å):
F (2.56061, 0.28881, -0.91135)
C (1.47785, 0.05971, -0.26711)
C (0.27819, 0.14731, -0.78424)
C (-0.95006, -0.15224, 0.03446)
S (-2.41521, -0.29652, -0.74799)
S (-0.71130, -0.26173, 1.71803)
H (1.70263, -0.18944, 0.79439)
H (0.04636, 0.30225, -1.80177)
H (-1.98908, 0.10184, 1.96558)

[2]
This record from the OMol25 dataset describes a structure of composition CH3Cl2OPS. The level of theory is ωB97M-V/def2-TZVPD.

Output
**Energy relative to the best compared isomer or geometry (same formula, charge and spin)**: 127.6 kcal/mol
**Highest occupied orbital energy (alpha / beta)**: -8.545 / -8.400 eV
**Frontier orbital gap (alpha / beta)**: 7.20 / 7.01 eV

Geometry (Å):
C (-0.44796, -1.05060, -0.02317)
O (2.24580, -1.06601, -0.30214)
P (0.20275, 1.95094, 0.53251)
S (1.17179, -0.57605, 0.52235)
Cl (-0.48934, -2.86800, -0.39964)
Cl (0.18648, 3.44827, -0.54991)
H (-0.85452, -0.52441, -0.83241)
H (-1.00231, -0.73094, 0.87242)
H (-1.01269, 1.41679, 0.17999)

[3]
This record from the OMol25 dataset describes a cluster of 3 separate species, C14H40N6O7P2S in total. The level of theory is ωB97M-V/def2-TZVPD.

Output
**Highest occupied orbital energy**: -7.778 eV
**Frontier orbital gap**: 6.80 eV

Geometry (Å):
C (3.50831, 5.12954, -3.54004)
N (3.83335, 3.72332, -3.36045)
C (2.58225, 2.96250, -3.33584)
P (5.10918, 3.05209, -2.40379)
O (5.20028, 1.77698, -3.26134)
N (6.62646, 3.64971, -2.98328)
C (6.72184, 4.59575, -4.08032)
C (7.68711, 2.64902, -3.11967)
N (5.01711, 4.45992, -1.32122)
C (6.24567, 4.88297, -0.62101)
C (4.02134, 4.20263, -0.25410)
H (3.00313, 5.56264, -2.66898)
H (2.84209, 5.25571, -4.40228)
H (4.37461, 5.74645, -3.76524)
H (1.95543, 3.24630, -2.48056)
H (2.75966, 1.88741, -3.26773)
H (2.00686, 3.12557, -4.25205)
H (6.16977, 4.26129, -4.96526)
H (7.76236, 4.76159, -4.37904)
H (6.37137, 5.58135, -3.77292)
H (7.60095, 2.08764, -4.05619)
H (7.65949, 1.93927, -2.28913)
H (8.67361, 3.12358, -3.09290)
H (6.73454, 4.04203, -0.12072)
H (6.02144, 5.64679, 0.13127)
H (6.95720, 5.35647, -1.29678)
H (4.33936, 3.38501, 0.39861)
H (3.04938, 3.93353, -0.67240)
H (3.85675, 5.09774, 0.35204)
C (-6.34570, -2.12055, 3.12328)
N (-6.05950, -3.36864, 2.43389)
C (-7.33360, -4.01481, 2.10860)
P (-4.74717, -4.45699, 2.72989)
O (-4.75820, -5.00020, 1.28977)
N (-3.25201, -3.61986, 2.49094)
C (-3.19005, -2.21667, 2.13598)
C (-2.23829, -4.34131, 1.72327)
N (-4.71782, -3.93451, 4.42968)
C (-3.43140, -3.98201, 5.15156)
C (-5.64887, -4.77068, 5.22336)
H (-6.77636, -2.27536, 4.11944)
H (-7.06282, -1.52551, 2.54444)
H (-5.47490, -1.47882, 3.23134)
H (-7.89257, -4.28248, 3.01415)
H (-7.19082, -4.92969, 1.53087)
H (-7.96083, -3.35609, 1.50030)
H (-3.80821, -1.98560, 1.26145)
H (-2.16521, -1.90126, 1.91257)
H (-3.48441, -1.58943, 2.97795)
H (-2.40881, -4.25345, 0.64509)
H (-2.23105, -5.40218, 1.98655)
H (-1.23698, -3.95832, 1.94530)
H (-2.94023, -4.95266, 5.03686)
H (-3.57811, -3.79558, 6.22097)
H (-2.75015, -3.19817, 4.82191)
H (-5.31715, -5.81206, 5.25890)
H (-6.65524, -4.75801, 4.80028)
H (-5.74128, -4.39202, 6.24514)
O (0.46230, -1.61191, -0.11127)
C (-0.22874, -1.54194, -1.14343)
O (0.25282, -0.74101, -2.22083)
S (1.94780, -0.95327, -2.37526)
O (-1.45701, -2.23138, -1.16129)
C (-2.53037, -1.36312, -1.66150)
O (-2.71300, -0.18665, -0.81882)
O (-2.79996, 0.93831, -1.59456)
H (2.50851, 0.11572, -1.65534)
H (-3.46765, -2.03160, -1.64609)
H (-2.37380, -1.06212, -2.75016)
H (-1.89409, 1.21709, -1.87387)

[4]
This record from the OMol25 dataset describes a cluster of 2 separate species, C8H8ClNO3 in total. The level of theory is ωB97M-V/def2-TZVPD.

Output
**Energy relative to the best compared isomer or geometry (same formula, charge and spin)**: 117.4 kcal/mol
**Highest occupied orbital energy (alpha / beta)**: -8.673 / -8.672 eV
**Frontier orbital gap (alpha / beta)**: 8.60 / 8.60 eV

Geometry (Å):
O (-1.60670, 1.24118, -1.15224)
N (-1.94608, 0.16785, -0.64374)
O (-3.30724, -0.11179, -0.82446)
C (-1.20190, -0.75445, -0.14531)
Cl (-2.06397, -2.21467, 0.35024)
C (0.27297, -0.77538, -0.18071)
C (1.01909, 0.36827, -0.54108)
C (2.40614, 0.17676, -0.57902)
C (3.00226, -0.91256, 0.04544)
C (2.22549, -2.03273, 0.43267)
C (0.87797, -1.91556, 0.35996)
H (-3.78485, 0.65726, -1.14386)
H (0.67544, 1.19814, -1.17345)
H (3.12261, 0.98213, -0.85007)
H (4.01632, -1.18640, -0.03645)
H (2.65749, -2.69828, 1.20650)
H (0.12437, -2.63857, 0.69691)
C (-1.59265, 2.59300, 0.95721)
O (-2.36239, 1.85793, 1.54723)
H (-0.48384, 2.43057, 1.09054)
H (-2.05051, 3.56730, 0.58370)

[5]
This record from the OMol25 dataset describes a structure of composition C48H44N9O9Sr. The level of theory is ωB97M-V/def2-TZVPD.

Output
**Energy relative to the best compared isomer or geometry (same formula, charge and spin)**: 31.0 kcal/mol
**Highest occupied orbital energy**: -4.926 eV
**Charge**: -1
**Frontier orbital gap**: 7.14 eV

Geometry (Å):
Sr (0.47554, 0.44176, -1.88367)
C (3.19654, 0.86734, 0.43309)
C (3.43229, -0.39047, -0.34565)
C (4.69297, -0.96688, -0.45327)
C (4.82638, -2.16090, -1.13817)
C (3.71945, -2.72877, -1.74280)
C (2.50655, -2.05443, -1.66252)
N (2.37424, -0.93592, -0.95112)
C (1.30343, -2.55418, -2.41699)
C (1.46448, -3.47136, -3.45075)
C (0.34001, -3.93403, -4.10447)
C (-0.90114, -3.43363, -3.76026)
C (-0.97551, -2.44850, -2.78426)
N (0.10459, -2.06265, -2.09676)
C (-2.26262, -1.73435, -2.51462)
C (-3.27720, -1.72790, -3.46909)
C (-4.43385, -1.02233, -3.19291)
C (-4.55274, -0.36962, -1.97845)
C (-3.48555, -0.40617, -1.08855)
C (-3.53408, 0.30120, 0.23073)
N (-2.35807, -1.06208, -1.37046)
H (4.00326, 1.04026, 1.14655)
H (2.23894, 0.80160, 0.94851)
H (3.13514, 1.73187, -0.23259)
H (5.54068, -0.49725, 0.02824)
H (5.79014, -2.65116, -1.20092)
H (3.80576, -3.66899, -2.26467)
H (2.44719, -3.78874, -3.76085)
H (0.43228, -4.66081, -4.90136)
H (-1.79062, -3.77442, -4.26814)
H (-3.13854, -2.19110, -4.43433)
H (-5.22401, -0.96256, -3.93091)
H (-5.44320, 0.19376, -1.73175)
H (-4.38285, 0.98314, 0.28922)
H (-2.60696, 0.85473, 0.38585)
H (-3.62218, -0.42496, 1.04233)
O (-3.78427, 1.55863, -6.66410)
C (-4.14375, 2.36370, -5.68433)
O (-5.07619, 3.13420, -5.78122)
C (-3.35780, 2.27267, -4.42914)
C (-3.63998, 3.01885, -3.30435)
N (-2.76398, 2.64279, -2.36018)
N (-1.92508, 1.69467, -2.79095)
C (-2.25850, 1.46706, -4.04930)
C (-1.46300, 0.43275, -4.80806)
O (-1.85206, 0.15541, -5.96747)
O (-0.50740, -0.07068, -4.18497)
H (-2.98158, 0.98897, -6.39416)
H (-4.39285, 3.77012, -3.13893)
H (-2.61776, 3.01825, -1.43137)
C (-3.00312, -1.31321, 4.03010)
O (-2.81362, -0.11599, 4.78400)
C (-1.66896, 0.05623, 5.50212)
C (-1.82420, 0.71893, 6.71883)
C (-0.74052, 0.97821, 7.53467)
C (0.53053, 0.57150, 7.14656)
C (0.69220, -0.06356, 5.92994)
C (-0.38735, -0.32003, 5.08349)
N (-0.14975, -0.98504, 3.84960)
C (-0.01475, -0.31294, 2.61567)
N (-0.70881, 0.85037, 2.55068)
C (-0.72003, 1.94241, 1.62132)
C (-0.29070, 1.89621, 0.29195)
C (-0.45066, 3.11911, -0.39087)
C (-1.01373, 4.27314, 0.14733)
C (-1.44847, 4.25534, 1.46589)
C (-1.28401, 3.09473, 2.19479)
O (-1.71043, 3.05121, 3.52342)
C (-0.80448, 3.69467, 4.40761)
N (0.67150, -0.82238, 1.65672)
C (1.53978, -1.89587, 1.95437)
C (2.72509, -1.60101, 2.64927)
C (3.71527, -2.53312, 2.89725)
C (3.54597, -3.83086, 2.43431)
C (2.38421, -4.16005, 1.76562)
C (1.37043, -3.22715, 1.52997)
O (0.29453, -3.75886, 0.89341)
C (-0.93577, -3.04263, 0.83220)
H (-4.08059, -1.41466, 3.91551)
H (-2.60480, -2.17886, 4.56127)
H (-2.53732, -1.24395, 3.04831)
H (-2.82751, 1.01066, 7.00074)
H (-0.88856, 1.48899, 8.47749)
H (1.38849, 0.76170, 7.77750)
H (1.67753, -0.36335, 5.59058)
H (0.53774, -1.72086, 3.92840)
H (-1.23587, 1.08603, 3.37779)
H (-0.10694, 3.20609, -1.42408)
H (-1.10010, 5.17819, -0.44526)
H (-1.90199, 5.11974, 1.93656)
H (-0.65569, 4.74016, 4.12500)
H (0.16680, 3.18708, 4.40652)
H (-1.23698, 3.64123, 5.40527)
H (2.85255, -0.57426, 2.97020)
H (4.61394, -2.24164, 3.42632)
H (4.30689, -4.58354, 2.59795)
H (2.21196, -5.16700, 1.40641)
H (-1.60164, -3.66920, 0.24077)
H (-0.82763, -2.07689, 0.35712)
H (-1.35256, -2.92107, 1.83897)
O (3.03508, 3.79682, -1.92350)
C (3.34318, 2.79993, -2.55290)
C (4.74532, 2.57638, -3.13610)
C (4.59114, 1.30401, -3.95353)
C (3.20806, 0.80708, -3.54136)
O (2.75924, -0.29485, -3.84952)
N (2.53843, 1.72112, -2.79500)
H (5.42725, 2.44864, -2.29200)
H (5.06964, 3.45688, -3.68859)
H (5.33690, 0.53264, -3.76348)
H (4.57138, 1.48856, -5.02931)

[6]
This record from the OMol25 dataset describes the molecule C12H17BN2O4S. The level of theory is ωB97M-V/def2-TZVPD.

Output
**Energy relative to the best compared isomer or geometry (same formula, charge and spin)**: 32.6 kcal/mol
**Highest occupied orbital energy**: -8.749 eV
**Frontier orbital gap**: 9.08 eV

Geometry (Å):
C (-0.87302, -1.12348, 4.28766)
C (-0.35646, -0.24188, 3.44982)
C (1.13878, -0.27292, 3.18689)
O (1.69469, -1.36976, 3.34771)
N (1.83430, 0.83449, 2.73012)
C (3.26934, 0.73611, 2.58046)
C (1.13066, 1.95623, 2.05149)
C (0.93507, 1.56131, 0.61822)
O (1.79917, 1.85895, -0.19376)
N (-0.16349, 0.83087, 0.18517)
C (-0.44109, 0.31968, -1.18055)
C (-1.33276, -0.90076, -1.16060)
C (-1.25571, -1.66720, -2.52211)
C (-2.21383, -1.76938, -3.57902)
C (-1.81914, -2.49538, -4.60901)
S (-0.12154, -2.71864, -4.58853)
C (0.03078, -2.06396, -2.96733)
B (-0.92462, 1.39509, -2.24054)
O (-1.85382, 1.06713, -3.22379)
O (-0.35532, 2.59120, -2.24232)
H (-1.82904, -0.89852, 4.77158)
H (-0.20120, -1.88339, 4.74475)
H (-0.91998, 0.62302, 3.13149)
H (3.55888, -0.28847, 2.94670)
H (3.71227, 1.53543, 3.04910)
H (3.46319, 0.76713, 1.49678)
H (1.89896, 2.76112, 2.05359)
H (0.27439, 2.16891, 2.69470)
H (-1.06378, 0.79137, 0.76168)
H (0.56829, 0.06517, -1.58631)
H (-2.39277, -0.62368, -0.97702)
H (-1.13592, -1.57763, -0.34347)
H (-3.23839, -1.42092, -3.41382)
H (-2.33749, -2.66740, -5.51987)
H (0.87285, -2.17021, -2.32137)
H (-1.71989, 1.83370, -3.82127)
H (0.36762, 2.45662, -1.59724)

no.,DFT total energy (a.u.)
1,-1012.29953
2,-1774.95997
3,-2493.18144
4,-1050.12387
5,-3056.50417
6,-1301.03311